#one
Molecular formula: CH11O4S
Method: DFT, ωB97M-V with the def2-TZVPD basis set

The geometry in XYZ format:
```
17
CH11O4S | OMol25 | ωB97M-V with the def2-TZVPD basis set
C -0.999 0.330 1.684
S -0.258 1.815 0.895
H -0.483 -0.652 1.435
H -2.211 0.283 1.534
H -0.794 0.462 2.829
H -1.204 1.062 -0.749
H -2.115 0.454 -1.877
O -1.190 0.436 -1.592
H 2.260 0.896 -1.378
H 1.604 1.101 0.073
O 2.344 0.684 -0.456
H -0.064 -2.202 0.017
H -0.197 -2.695 1.384
O -0.242 -3.097 0.484
H 0.049 -0.656 -1.467
H 1.563 -1.362 -1.346
O 0.553 -1.486 -1.546
```

For the HOMO energy, the calculation gives -3.709 eV. Its charge is -1. Its orbital gap is 7.5 eV.

Formally, the natural (NBO) partial charges of the atoms, in units of the elementary charge, are as follows: -0.750, -0.611, 0.175, 0.186, 0.190, 0.485, 0.463, -1.029, 0.458, 0.497, -1.025, 0.502, 0.445, -0.976, 0.513, 0.490, -1.011



#two
Molecular formula: CH11O4S
Method: DFT, ωB97M-V with the def2-TZVPD basis set

The geometry in XYZ format:
```
17
CH11O4S | OMol25 | ωB97M-V with the def2-TZVPD basis set
C -1.410 0.428 1.184
S 0.009 1.461 0.669
H -2.009 1.018 1.882
H -1.121 -0.435 1.800
H -1.998 0.015 0.363
H 1.225 -0.211 3.569
H 0.955 0.873 2.598
O 1.038 0.734 3.564
H 3.264 2.023 -0.867
H 2.855 0.710 -0.253
O 3.496 1.085 -0.897
H -2.849 2.130 -1.154
H -1.463 2.685 -1.318
O -2.189 2.315 -1.802
H -0.166 -4.407 -3.597
H -0.043 -5.307 -2.452
O 0.408 -5.114 -3.289
```

For the HOMO energy, the calculation gives -3.147 eV. Its charge is -1. Its orbital gap is 6.1 eV.

Formally, the natural (NBO) partial charges of the atoms, in units of the elementary charge, are as follows: -0.738, -0.729, 0.184, 0.176, 0.177, 0.441, 0.492, -0.988, 0.466, 0.493, -0.965, 0.459, 0.494, -0.963, 0.467, 0.464, -0.930



#three
Molecular formula: CH11O4S
Method: DFT, ωB97M-V with the def2-TZVPD basis set

The geometry in XYZ format:
```
17
CH11O4S | OMol25 | ωB97M-V with the def2-TZVPD basis set
C -1.753 -0.223 -0.026
S -0.245 0.797 -0.397
H -1.432 -1.253 0.347
H -2.463 0.110 0.759
H -2.274 -0.242 -1.019
H 0.595 -2.937 -1.719
H 0.269 -1.618 -1.124
O -0.162 -2.435 -1.448
H 1.264 0.307 1.613
H 2.744 -0.018 1.143
O 1.876 -0.479 1.386
H -1.421 2.348 1.078
H -2.306 2.038 2.286
O -2.061 2.711 1.696
H 2.378 -0.330 -1.101
H 2.122 0.888 -1.878
O 2.871 0.336 -1.597
```

For the HOMO energy, the calculation gives -3.193 eV. Its charge is -1. Its orbital gap is 6.8 eV.

Formally, the natural (NBO) partial charges of the atoms, in units of the elementary charge, are as follows: -0.742, -0.760, 0.197, 0.172, 0.199, 0.448, 0.494, -0.959, 0.499, 0.461, -0.981, 0.505, 0.453, -0.982, 0.483, 0.486, -0.973



Which one sits at the bottom of the stability order? #one does.



#one
Molecular formula: C4H8N3
Method: DFT, ωB97M-V with the def2-TZVPD basis set

The geometry in XYZ format:
```
15
C4H8N3 | OMol25 | ωB97M-V with the def2-TZVPD basis set
C -1.157 -1.413 1.604
C -0.919 0.008 -0.181
C -0.558 0.397 -1.554
C 1.727 0.485 1.007
N 0.039 -1.090 1.870
N -1.689 -0.850 0.447
N 0.495 -0.244 1.021
H -1.596 -2.185 2.231
H -1.093 1.278 -1.876
H 0.503 0.583 -1.527
H -0.746 -0.569 -2.051
H 2.589 -0.177 0.722
H 1.800 1.272 0.265
H 1.910 0.920 2.088
H -2.652 -0.935 0.281
```

For the HOMO energy (alpha / beta), the calculation gives -13.747 / -13.748 eV. Its charge is +1. Its orbital gap (alpha / beta) is 8.8 / 8.8 eV.

Formally, the natural (NBO) partial charges of the atoms, in units of the elementary charge, are as follows: 0.106, 0.503, -0.699, -0.456, -0.120, -0.489, -0.137, 0.257, 0.282, 0.272, 0.277, 0.244, 0.243, 0.258, 0.460



#two
Molecular formula: C4H8N3
Method: DFT, ωB97M-V with the def2-TZVPD basis set

The geometry in XYZ format:
```
15
C4H8N3 | OMol25 | ωB97M-V with the def2-TZVPD basis set
C 1.457 -1.510 -1.089
C 1.784 -0.929 -0.092
C -1.624 -0.619 0.487
C 0.039 0.942 -0.059
N -1.528 -1.178 -0.594
N -0.871 0.537 0.749
N 0.729 2.017 0.089
H 1.011 -2.067 -1.812
H 2.032 -0.442 0.829
H -2.380 -0.791 1.307
H -0.010 0.473 -1.128
H -1.990 -2.084 -0.699
H -0.966 0.918 1.676
H 0.945 2.539 1.042
H 1.370 2.196 -0.705
```

For the HOMO energy, the calculation gives -14.346 eV. Its charge is +1. Its orbital gap is 10.4 eV.

Formally, the natural (NBO) partial charges of the atoms, in units of the elementary charge, are as follows: -0.148, -0.297, 0.282, 0.393, -0.624, -0.572, -0.721, 0.239, 0.243, 0.193, 0.300, 0.399, 0.424, 0.445, 0.444



Which one sits at the bottom of the stability order? #one does.



#one
Molecular formula: C3H3NO2P
Method: DFT, ωB97M-V with the def2-TZVPD basis set

The geometry in XYZ format:
```
10
C3H3NO2P | OMol25 | ωB97M-V with the def2-TZVPD basis set
C 0.185 -0.007 0.174
C -0.308 1.304 -0.195
C -0.839 -0.914 0.325
N -3.303 -0.513 -1.263
O -3.496 -0.002 1.088
O -1.575 1.502 -0.111
P -2.523 -0.131 -0.019
H 1.162 -0.353 0.148
H 0.171 2.144 -0.683
H -0.730 -1.939 0.230
```

For the HOMO energy (alpha / beta), the calculation gives -4.515 / -2.966 eV. Its charge is -1. Its orbital gap (alpha / beta) is 8.4 / 7.0 eV.

Formally, the natural (NBO) partial charges of the atoms, in units of the elementary charge, are as follows: -0.365, 0.191, -0.583, -1.002, -1.112, -0.700, 2.026, 0.193, 0.154, 0.198



#two
Molecular formula: C3H3NO2P
Method: DFT, ωB97M-V with the def2-TZVPD basis set

The geometry in XYZ format:
```
10
C3H3NO2P | OMol25 | ωB97M-V with the def2-TZVPD basis set
N -2.253 0.110 0.234
P -0.920 0.854 -0.595
C 0.443 -0.579 -0.229
O -0.028 -1.733 -0.254
C 1.724 -0.316 0.053
C 2.816 0.276 0.159
O 3.966 0.585 0.227
H -3.142 0.202 -0.396
H -2.070 -0.822 0.258
H -0.535 1.424 0.543
```

For the HOMO energy, the calculation gives -3.666 eV. Its charge is -1. Its orbital gap is 7.9 eV. Its SMILES is NPC([O-])=C=C=O.

Formally, the natural (NBO) partial charges of the atoms, in units of the elementary charge, are as follows: -1.123, 0.530, 0.312, -0.690, -0.605, 0.580, -0.649, 0.346, 0.376, -0.078



Which one sits at the bottom of the stability order? #one does.



#one
Molecular formula: H17O8
Method: DFT, ωB97M-V with the def2-TZVPD basis set

The geometry in XYZ format:
```
25
H17O8 | OMol25 | ωB97M-V with the def2-TZVPD basis set
O -0.288 -0.574 -0.613
H -0.194 -1.396 -0.134
H -1.242 -0.378 -0.758
H 0.130 0.198 -0.103
O 2.997 1.177 0.124
H 2.553 1.200 0.976
H 3.074 0.232 -0.057
O -2.885 0.248 -0.436
H -3.210 -0.005 0.452
H -3.666 0.321 -0.941
O -0.006 2.297 0.143
H 0.378 3.022 -0.340
H -0.104 2.519 1.061
O 2.720 -1.694 -0.452
H 2.638 -1.803 -1.394
H 3.076 -2.454 0.048
O -2.257 3.154 -1.546
H -1.602 2.477 -1.514
H -1.878 3.685 -2.247
O 0.487 -0.221 1.947
H 0.843 -1.110 2.141
H -0.427 -0.265 2.268
O -0.305 -3.242 0.283
H -1.198 -3.466 0.663
H 0.360 -3.928 0.426
```

For the HOMO energy, the calculation gives -13.689 eV. Its charge is +1. Its orbital gap is 10.1 eV.

Formally, the natural (NBO) partial charges of the atoms, in units of the elementary charge, are as follows: -0.812, 0.561, 0.561, 0.598, -0.953, 0.464, 0.483, -0.961, 0.490, 0.508, -0.981, 0.504, 0.494, -0.990, 0.501, 0.499, -0.925, 0.458, 0.467, -0.957, 0.492, 0.477, -0.995, 0.506, 0.513



#two
Molecular formula: H17O8
Method: DFT, ωB97M-V with the def2-TZVPD basis set

The geometry in XYZ format:
```
25
H17O8 | OMol25 | ωB97M-V with the def2-TZVPD basis set
O -0.782 0.836 0.031
H 0.022 0.777 -0.491
H -1.243 -0.004 0.089
H -0.483 1.163 0.882
O 1.862 1.239 -2.406
H 2.261 2.083 -2.617
H 2.593 0.620 -2.411
O -0.081 2.413 3.309
H -0.390 3.310 3.431
H 0.340 2.189 4.139
O 1.520 -3.060 -0.525
H 1.353 -3.866 -0.036
H 1.696 -2.403 0.149
O -2.715 -1.777 -1.765
H -3.348 -1.765 -2.483
H -2.895 -2.594 -1.300
O 2.338 -0.390 1.797
H 1.997 -0.440 2.690
H 3.228 -0.052 1.899
O -0.860 2.420 -4.805
H -0.246 1.901 -4.284
H -0.822 3.295 -4.419
O -1.645 -1.760 2.738
H -2.334 -2.425 2.734
H -1.368 -1.708 3.653
```

For the HOMO energy, the calculation gives -13.665 eV. Its charge is +1. Its orbital gap is 10.1 eV.

Formally, the natural (NBO) partial charges of the atoms, in units of the elementary charge, are as follows: -0.745, 0.578, 0.585, 0.576, -0.972, 0.485, 0.489, -0.969, 0.487, 0.484, -0.943, 0.474, 0.469, -0.962, 0.487, 0.477, -0.962, 0.476, 0.487, -0.930, 0.465, 0.465, -0.962, 0.483, 0.479



Which one sits at the bottom of the stability order? #two does.